Formula: C36H72Br12Cl24
Source: the Open Molecules 2025 dataset
Level of theory: ωB97M-V/def2-TZVPD

The geometry in ORCA input format:
```
! RIJCOSX wB97M-V def2-TZVPD def2/J DEFGRID3
* xyz 0 1
Cl -5.3347 -3.2270 -5.2207
C -4.7604 -4.9579 -5.3622
C -4.2499 -5.2197 -6.8097
Cl -2.6295 -4.4557 -7.1187
H -5.6128 -5.5776 -5.2142
H -3.9383 -5.1006 -4.6897
H -4.9679 -4.7963 -7.5709
H -4.1134 -6.2716 -7.1060
Cl -4.1146 -5.0010 -1.3171
C -2.5631 -4.3499 -1.7319
C -2.7516 -2.8491 -2.0557
Cl -1.2045 -1.9707 -1.8456
H -2.2051 -4.9357 -2.5662
H -1.8878 -4.4743 -0.9320
H -3.4637 -2.4745 -1.3514
H -3.0474 -2.6285 -3.1100
Cl -7.6664 0.5760 -2.7067
C -6.9011 0.1473 -1.1407
C -5.4889 -0.2402 -1.2105
Cl -4.9793 -0.4003 0.5318
H -7.5307 -0.6758 -0.7289
H -7.0203 0.9667 -0.5640
H -4.8205 0.4788 -1.6780
H -5.2852 -1.1148 -1.7808
Cl 2.4882 0.8538 -2.9782
C 1.7492 2.5058 -2.6095
C 2.6126 3.5148 -3.3740
Cl 2.0422 5.2153 -3.0363
H 1.7168 2.7294 -1.5791
H 0.7309 2.5183 -2.9648
H 2.7300 3.3162 -4.4625
H 3.6353 3.5017 -2.9916
Cl -1.8365 1.7697 -2.5785
C -1.2362 1.0858 -4.1093
C -2.2724 0.1654 -4.6755
Cl -3.7518 1.0818 -5.0948
H -0.2903 0.5024 -3.8912
H -1.0860 1.8412 -4.8916
H -2.4665 -0.6423 -4.0332
H -1.8592 -0.2708 -5.5904
Cl -1.8222 5.5777 -4.6617
C -2.7242 5.0854 -3.2032
C -3.6886 6.2722 -2.8532
Cl -5.0441 5.7125 -1.8405
H -2.0489 4.9377 -2.3838
H -3.2352 4.1819 -3.5204
H -4.1608 6.5587 -3.7635
H -3.0928 6.9530 -2.3566
Cl -0.2141 -4.3367 8.0248
C -0.1429 -3.7162 6.3482
C -0.7079 -2.2960 6.3143
Cl -0.3992 -1.6809 4.6207
H -0.8075 -4.2811 5.6927
H 0.8745 -3.6962 5.9420
H -0.2088 -1.5399 6.9083
H -1.7307 -2.2253 6.5506
Cl 5.6771 -2.9383 0.5017
C 5.5441 -1.8516 1.9556
C 6.0252 -0.4586 1.6448
Cl 4.9388 0.1403 0.3234
H 6.2063 -2.4261 2.6240
H 4.5294 -1.8938 2.2659
H 7.0020 -0.4930 1.2622
H 6.0107 0.1719 2.5108
Cl 3.9493 -3.2036 -3.3487
C 5.1937 -1.8758 -3.5284
C 6.4576 -2.6123 -4.0278
Cl 7.7195 -1.3045 -4.3964
H 5.2201 -1.3819 -2.5753
H 4.8581 -1.3136 -4.3786
H 6.2234 -3.1682 -4.9395
H 6.9687 -3.2668 -3.2618
Cl 0.9998 -2.5917 -5.6529
C 0.1390 -3.9993 -4.9268
C 0.8588 -4.4473 -3.6991
Cl 0.2226 -6.1587 -3.4750
H 0.3179 -4.6925 -5.7064
H -0.9213 -3.7760 -4.9596
H 0.6358 -3.8609 -2.8338
H 1.8948 -4.5217 -3.8757
Cl 4.9434 2.1294 4.8219
C 3.5332 1.2755 4.0887
C 3.1764 0.0689 4.9103
Cl 4.4798 -1.0745 5.0384
H 3.9823 0.9602 3.1815
H 2.7456 1.9454 3.7955
H 2.4237 -0.4632 4.3056
H 2.8215 0.3768 5.8546
Cl 1.2749 2.3673 0.9686
C 0.3131 0.9578 0.4456
C 0.3637 -0.1490 1.5219
Cl 1.9053 -1.0128 1.6899
H 0.7824 0.5560 -0.4652
H -0.7205 1.3490 0.3155
H -0.4029 -0.9027 1.2177
H 0.0766 0.1207 2.5412
Br -7.8333 -4.5424 2.5776
C -5.9734 -3.9894 2.0687
C -5.5353 -3.0235 3.0719
Br -3.5920 -2.8798 3.2683
H -6.0338 -3.5695 1.1005
H -5.3635 -4.9042 2.0794
H -5.9208 -3.2655 4.0218
H -5.8508 -2.0197 2.8009
Br -1.9933 5.3418 0.6533
C -0.1461 5.7284 1.2124
C 0.7713 6.1512 0.0876
Br 0.0897 7.9011 -0.4397
H 0.2678 4.8102 1.6102
H -0.3139 6.4481 1.9752
H 0.6063 5.4262 -0.7106
H 1.7876 6.4457 0.3435
Br -0.7238 2.5583 3.8241
C -2.5492 2.1075 4.4116
C -3.1055 0.9969 3.5425
Br -4.8716 0.6329 4.2972
H -3.1849 2.9871 4.2212
H -2.5872 1.7911 5.4649
H -2.6563 0.0159 3.6675
H -3.2399 1.4357 2.5485
Br 0.0633 -4.1518 1.4867
C 1.4423 -4.2377 0.0879
C 2.6926 -5.0434 0.4270
Br 2.3864 -6.9374 0.1635
H 1.8558 -3.1905 -0.0047
H 0.8186 -4.5239 -0.8264
H 2.9965 -5.0456 1.4862
H 3.5373 -4.8574 -0.2084
Br 7.8174 2.8203 2.3077
C 5.9684 3.4731 2.0414
C 5.8589 3.9213 0.5822
Br 3.9547 4.2857 0.0499
H 5.7418 4.2796 2.7693
H 5.3360 2.6152 2.2385
H 6.1114 3.1448 -0.0721
H 6.4690 4.8133 0.4600
Br 2.5361 5.3581 3.7452
C 1.2825 6.3179 4.9479
C 1.0674 5.4500 6.1470
Br -0.3255 6.1940 7.1543
H 0.4513 6.4358 4.2779
H 1.6756 7.2576 5.1244
H 1.9463 5.3231 6.7072
H 0.6818 4.4905 5.7962
*
```

Lowest unoccupied orbital energy ... 0.0039 Ha
Molecular weight ... 2314.7 g/mol
HOMO-LUMO gap ... 10.081 eV